# C27H53BrN7

A cluster of 5 separate species, C27H53BrN7 in total (ωB97M-V with the def2-TZVPD basis set, the Open Molecules 2025 dataset).

The geometry in XYZ format:
```
88
C27H53BrN7 ωB97M-V with the def2-TZVPD basis set
C 6.975 1.155 2.443
C 7.786 0.312 1.322
N 6.895 -0.671 0.835
C 5.975 -0.462 -0.108
C 5.236 -1.647 -0.239
N 5.753 -2.581 0.606
C 6.788 -1.986 1.291
C 5.302 -3.947 0.792
H 7.598 1.996 2.746
H 6.794 0.633 3.382
H 6.130 1.598 1.916
H 8.648 -0.225 1.717
H 8.234 0.932 0.546
H 5.759 0.511 -0.523
H 4.370 -1.888 -0.837
H 7.393 -2.314 2.124
H 4.530 -4.047 1.555
H 6.082 -4.489 1.327
H 5.031 -4.500 -0.107
C 0.703 5.876 -3.924
C 1.023 5.526 -2.415
N 1.453 4.130 -2.294
C 1.372 3.365 -1.169
C 1.863 2.098 -1.501
N 2.318 2.098 -2.771
C 2.140 3.361 -3.239
C 2.959 0.999 -3.536
H 0.671 6.962 -4.022
H -0.257 5.459 -4.226
H 1.504 5.546 -4.584
H 0.348 5.905 -1.648
H 1.923 6.115 -2.238
H 0.892 3.738 -0.276
H 1.961 1.140 -1.011
H 2.438 3.583 -4.253
H 2.272 0.156 -3.465
H 3.912 0.784 -3.054
H 3.095 1.310 -4.572
C -2.361 -2.226 -2.205
C -2.014 -0.796 -1.925
N -1.545 -0.209 -3.187
C -0.286 -0.349 -3.658
C -0.205 0.301 -4.893
N -1.347 1.057 -5.049
C -2.194 0.602 -4.056
C -1.740 1.940 -6.158
H -3.070 -2.589 -1.461
H -1.471 -2.854 -2.238
H -2.792 -2.367 -3.196
H -1.234 -0.685 -1.171
H -2.917 -0.250 -1.650
H 0.396 -0.903 -3.029
H 0.613 0.418 -5.588
H -3.171 1.017 -3.853
H -2.661 2.419 -5.826
H -1.862 1.286 -7.022
H -1.139 2.848 -6.213
C -6.236 -0.822 7.073
C -5.194 -1.655 6.228
C -5.070 -1.166 4.731
C -3.884 -1.951 4.093
N -3.990 -1.934 2.510
C -4.116 -0.534 1.799
C -2.710 0.066 1.719
C -1.738 -1.100 1.927
C -2.567 -2.367 1.994
C -5.011 -2.937 2.010
H -7.033 -0.589 6.368
H -5.713 0.067 7.428
H -6.475 -1.379 7.979
H -5.703 -2.610 6.092
H -4.200 -1.830 6.641
H -4.846 -0.105 4.616
H -5.972 -1.438 4.181
H -3.923 -2.994 4.410
H -2.845 -1.667 4.260
H -4.412 -0.681 0.760
H -4.742 0.185 2.327
H -2.577 0.661 0.816
H -2.746 0.914 2.404
H -0.878 -1.070 1.258
H -1.453 -1.039 2.978
H -2.675 -2.993 1.108
H -2.186 -3.048 2.756
H -4.412 -3.842 2.109
H -5.050 -2.926 0.921
H -5.994 -2.922 2.481
Br 1.484 -1.488 -0.191
```

Output
- ΔE to the lowest compared entry with this formula, charge and spin (kcal per mole) = 64.33
- net charge = +3
- LUMO level (eV) = -6.40
- calculated total energy (eV) = -109307.0719